Density functional theory data (ωB97M-V/def2-TZVPD) for CH2ClO2P in the gas phase.

CARTESIAN COORDINATES (ANGSTROEM)
H1 1.859 -0.345 -0.160
H2 0.582 1.108 0.113
O1 0.165 -0.481 -1.098
P1 -1.112 -1.000 -0.068
O2 0.017 -0.500 1.031
Cl1 -2.336 1.157 0.170
C1 0.825 0.061 0.012

Gap between HOMO and LUMO in eV: 9.81
Highest occupied orbital energy in eV: -10.416
Calculated total energy in eV: -26975.2571
Energy above the lowest of the compared OMol25 structures with the same formula, charge and spin in kJ/mol: 47.4

***

Density functional theory data (ωB97M-V/def2-TZVPD) for 2 unconnected molecules or ions with the total composition CH2ClO3S.

CARTESIAN COORDINATES (ANGSTROEM)
O1 1.108 -2.111 -0.022
H1 -0.895 0.233 0.634
C1 -1.595 0.908 0.084
Cl1 -2.647 1.965 1.008
S1 1.717 -0.825 -0.472
O2 1.459 0.299 0.532
O3 3.003 -0.855 -1.115
H2 -2.151 0.385 -0.649

Gap between HOMO and LUMO (spin up / spin down) in eV: 6.24 / 8.57
Highest occupied orbital energy (spin up / spin down) in eV: -3.267 / -5.298
Calculated total energy in eV: -30568.3321
Energy above the lowest of the compared OMol25 structures with the same formula, charge and spin in kJ/mol: 257.3
Net charge: -1

***

Density functional theory data (ωB97M-V/def2-TZVPD) for a gas-phase ion, CH2ClO4S2 (charge -1).

CARTESIAN COORDINATES (ANGSTROEM)
O1 -0.449 -2.135 -0.491
O2 1.105 -1.637 -2.207
S1 0.116 -1.079 -1.330
H1 1.320 0.805 -0.901
S2 0.913 -3.162 0.424
C1 0.561 0.226 -0.399
H2 -0.285 0.881 -0.143
Cl1 -1.382 -0.633 -2.824
O3 1.374 -2.242 1.469
O4 0.179 -4.327 0.978

Gap between HOMO and LUMO in eV: 8.29
Highest occupied orbital energy in eV: -4.972
Calculated total energy in eV: -43451.8868
Energy above the lowest of the compared OMol25 structures with the same formula, charge and spin in kJ/mol: 27.6
Net charge: -1

***

Density functional theory data (ωB97M-V/def2-TZVPD) for CH2ClPS in the gas phase.

CARTESIAN COORDINATES (ANGSTROEM)
H1 0.464 0.733 0.089
P1 -2.004 -0.105 0.931
Cl1 -2.025 -0.793 2.778
H2 -0.374 -0.763 -0.346
S1 1.575 -0.946 1.132
C1 0.012 -0.218 0.466

Gap between HOMO and LUMO (spin up / spin down) in eV: 7.80 / 6.31
Highest occupied orbital energy (spin up / spin down) in eV: -9.021 / -8.436
Calculated total energy in eV: -33712.9842
Energy above the lowest of the compared OMol25 structures with the same formula, charge and spin in kJ/mol: 302.9

***

Density functional theory data (ωB97M-V/def2-TZVPD) for CH2ClPS in the gas phase.

CARTESIAN COORDINATES (ANGSTROEM)
H1 -0.335 -0.321 1.284
S1 2.089 -0.988 0.395
H2 -0.313 -0.365 -1.444
Cl1 -1.838 1.292 0.196
C1 -0.510 0.193 0.284
P1 0.907 0.190 -0.715

Gap between HOMO and LUMO (spin up / spin down) in eV: 6.89 / 6.89
Highest occupied orbital energy (spin up / spin down) in eV: -8.704 / -8.703
Calculated total energy in eV: -33712.9204
Energy above the lowest of the compared OMol25 structures with the same formula, charge and spin in kJ/mol: 309.0

***

Density functional theory data (ωB97M-V/def2-TZVPD) for a molecular structure, CH2CsO4.

CARTESIAN COORDINATES (ANGSTROEM)
O1 1.324 0.603 -1.138
H1 -1.595 1.346 0.161
C1 0.793 0.235 0.027
H2 1.616 -0.169 -1.642
O2 0.730 -0.995 0.369
Cs1 -2.635 -2.340 1.209
O3 1.268 0.910 1.035
O4 -1.500 0.409 -0.020

Gap between HOMO and LUMO (spin up / spin down) in eV: 6.64 / 6.59
Highest occupied orbital energy (spin up / spin down) in eV: -7.468 / -7.465
Calculated total energy in eV: -9803.8849
2S+1: 2